No. 1
49
Properties=species:S:1:pos:R:3:lowdin_charge:R:1 method="wB97M-V/def2-TZVPD" lumo_energy_ev=0.6 homo_ev=-8.5 smiles="COc1ccc(C(=O)OCC(=O)NCCCc2ccccc2)cc1OC" e_above_lowest_kj_mol=104.0
C 5.9437 -1.8126 -0.1007 -0.07
H 6.2472 -0.9594 0.5143 0.10
O 4.6195 -1.6761 -0.5579 -0.05
C 3.6212 -1.6109 0.3520 -0.19
C 3.7869 -1.6576 1.7285 0.00
C 2.6918 -1.5830 2.5709 -0.01
C 1.4122 -1.4651 2.0475 -0.13
C 1.2301 -1.4163 0.6601 0.05
C 2.3153 -1.4860 -0.1898 -0.19
O 2.2556 -1.4479 -1.5453 -0.06
C 0.9951 -1.3272 -2.1597 -0.07
H 0.3373 -2.1619 -1.8980 0.10
H 0.5066 -0.3821 -1.9022 0.08
H 1.1881 -1.3452 -3.2308 0.10
H 0.2292 -1.3323 0.2708 0.11
C 0.2784 -1.3862 2.9844 -0.44
O 0.3794 -1.3480 4.1867 0.11
O -0.9126 -1.3392 2.3444 -0.02
C -2.0862 -1.2226 3.1367 -0.05
H -1.8086 -1.1988 4.1982 0.13
H -2.7229 -2.0914 2.9511 0.14
C -2.8694 0.0456 2.7832 -0.47
O -4.0753 0.0988 2.8714 0.07
N -2.0862 1.0747 2.4077 0.07
H -1.0967 0.9099 2.3089 0.13
C -2.6165 2.2843 1.8219 -0.17
H -3.6032 2.4476 2.2607 0.12
H -1.9589 3.1157 2.0877 0.12
C -2.7476 2.1636 0.3003 -0.16
H -3.4422 1.3524 0.0751 0.12
H -3.1709 3.0882 -0.0951 0.12
C -1.4023 1.8833 -0.3804 -0.16
C -1.5868 1.6834 -1.8580 -0.25
C -2.0723 0.4732 -2.3401 -0.07
C -2.2660 0.2796 -3.6955 -0.08
C -1.9783 1.2973 -4.5892 -0.09
C -1.4986 2.5074 -4.1191 -0.08
C -1.3053 2.6983 -2.7619 -0.04
H -0.9292 3.6450 -2.4006 0.11
H -1.2733 3.3056 -4.8111 0.10
H -2.1280 1.1475 -5.6481 0.10
H -2.6421 -0.6668 -4.0553 0.10
H -2.3010 -0.3233 -1.6456 0.12
H -0.9650 0.9787 0.0498 0.10
H -0.7198 2.7162 -0.1963 0.12
H 2.8167 -1.6181 3.6415 0.12
H 4.7715 -1.7534 2.1564 0.11
H 6.0795 -2.7381 0.4678 0.10
H 6.5599 -1.8471 -0.9975 0.10

No. 2
49
Properties=species:S:1:pos:R:3:lowdin_charge:R:1 method="wB97M-V/def2-TZVPD" lumo_energy_ev=0.7 homo_ev=-7.7 smiles="C/C=C/c1ccc(OCC(=O)Nc2ccc(OC)c(OC)c2)c(OC)c1" e_above_lowest_kj_mol=294.1
C 2.3230 -2.9589 -7.9053 -0.10
C 1.7475 -2.4384 -6.6340 -0.15
C 2.1108 -2.8581 -5.4243 -0.07
C 1.5939 -2.3940 -4.1452 -0.22
C 0.5914 -1.4287 -4.0227 -0.03
C 0.1525 -1.0440 -2.7770 -0.01
C 0.6756 -1.5927 -1.6090 -0.19
C 1.6881 -2.5547 -1.7058 -0.19
C 2.1208 -2.9305 -2.9772 0.05
H 2.8996 -3.6765 -3.0228 0.13
O 2.3391 -3.1843 -0.6910 -0.06
C 1.9823 -2.9634 0.6539 -0.06
H 2.0966 -1.9150 0.9380 0.10
H 2.6720 -3.5754 1.2350 0.10
H 0.9581 -3.2855 0.8618 0.09
O 0.2222 -1.1294 -0.3765 -0.11
C -1.1441 -1.3582 -0.0978 -0.09
C -1.6475 -0.4351 1.0164 -0.44
O -2.7498 -0.5978 1.4963 0.07
N -0.7565 0.5214 1.3461 0.15
C -0.8537 1.5388 2.3030 -0.22
C 0.2158 2.4058 2.4528 -0.03
C 0.1582 3.4286 3.3886 -0.02
C -0.9610 3.5994 4.1840 -0.21
C -2.0528 2.7137 4.0320 -0.19
C -1.9889 1.6970 3.0969 0.06
H -2.8064 1.0112 2.9621 0.09
O -3.1139 2.9439 4.8479 -0.06
C -4.2300 2.0925 4.7432 -0.08
H -4.9450 2.4569 5.4792 0.09
H -4.6790 2.1376 3.7461 0.10
H -3.9680 1.0550 4.9728 0.10
O -1.1158 4.5699 5.1290 -0.07
C -0.0656 5.4818 5.3241 -0.09
H 0.1407 6.0615 4.4177 0.10
H -0.4037 6.1545 6.1108 0.09
H 0.8519 4.9791 5.6490 0.10
H 1.0042 4.0897 3.4844 0.10
H 1.0993 2.2909 1.8423 0.11
H 0.1168 0.4876 0.8324 0.14
H -1.3068 -2.3971 0.2254 0.14
H -1.7729 -1.1881 -0.9804 0.13
H -0.6119 -0.2850 -2.6885 0.12
H 0.1565 -0.9737 -4.8974 0.10
H 2.8721 -3.6251 -5.3500 0.11
H 0.9936 -1.6729 -6.7534 0.10
H 3.0691 -3.7263 -7.7149 0.07
H 1.5352 -3.3798 -8.5303 0.07
H 2.7864 -2.1482 -8.4678 0.07

No. 3
50
Properties=species:S:1:pos:R:3:lowdin_charge:R:1 method="wB97M-V/def2-TZVPD" lumo_energy_ev=-0.8 homo_ev=-9.7 smiles="O=NOc1cccc2c1C(=O)c1ccccc1C2=O.CC(C)O.CC(C)O" e_above_lowest_kj_mol=535.3
O 2.9836 -0.7954 -1.5740 0.12
N 2.5345 0.1820 -2.0012 0.07
O 1.1627 0.3800 -1.5393 -0.07
C 1.1836 0.7683 -0.2103 -0.24
C 1.4394 2.0723 0.1679 0.02
C 1.4784 2.4115 1.5314 -0.05
C 1.2465 1.4777 2.5233 -0.01
C 0.9821 0.1809 2.1212 -0.09
C 0.9527 -0.1777 0.7835 -0.02
C 0.7006 -1.6435 0.4279 -0.25
O 0.0204 -1.9937 -0.5133 0.13
C 1.4080 -2.6165 1.3543 -0.09
C 2.0241 -3.7600 0.8924 0.00
C 2.6808 -4.5632 1.8194 -0.06
C 2.7029 -4.2119 3.1564 -0.07
C 2.0759 -3.0613 3.6176 0.00
C 1.4237 -2.2567 2.7014 -0.09
C 0.7438 -0.9579 3.1011 -0.26
O 0.0485 -0.8539 4.0881 0.13
H 1.6409 2.7762 -0.6373 0.13
H 1.7209 3.4482 1.7585 0.12
H 1.3045 1.7462 3.5759 0.13
H 1.9967 -3.9666 -0.1753 0.13
H 3.1798 -5.4523 1.4345 0.11
H 3.2525 -4.8631 3.8363 0.11
H 2.1249 -2.7925 4.6718 0.13
C -1.9756 -1.2901 -4.6157 -0.06
C -1.1209 -0.1760 -5.2018 -0.50
C 0.1198 -0.7334 -5.8840 -0.07
O -0.7352 0.7260 -4.1684 -0.06
H -1.4172 -1.8476 -3.8585 0.08
H -2.8564 -0.8765 -4.1227 0.08
H -2.3035 -1.9869 -5.3897 0.08
H -1.7082 0.3976 -5.9210 0.14
H 0.7444 -1.2738 -5.1667 0.08
H 0.7278 0.0756 -6.2918 0.08
H -0.1456 -1.4138 -6.6955 0.08
H -0.2141 0.2316 -3.5243 0.06
C -2.6214 1.9844 2.7451 -0.05
C -2.1307 3.1886 1.9555 -0.50
C -3.2262 4.2335 1.8044 -0.06
O -1.6868 2.7684 0.6662 -0.05
H -3.4570 1.5006 2.2312 0.08
H -1.8295 1.2393 2.8393 0.06
H -2.9489 2.2731 3.7454 0.08
H -1.2687 3.6309 2.4591 0.13
H -4.0809 3.8208 1.2611 0.08
H -2.8642 5.0872 1.2294 0.08
H -3.5715 4.5888 2.7769 0.08
H -2.4417 2.3750 0.2147 0.09

No. 4
70
Properties=species:S:1:pos:R:3:lowdin_charge:R:1 method="wB97M-V/def2-TZVPD" lumo_energy_ev=-4.9 homo_ev=-10.5 charge=+1 e_above_lowest_kj_mol=0.0
O -0.3579 0.8146 5.1664 0.15
C -0.1509 1.6928 4.3557 -0.45
O -0.3725 2.9845 4.6636 0.14
C 0.4119 1.2759 3.0126 0.01
C 1.5124 0.4011 3.0717 0.07
C 2.0720 -0.0675 1.9197 -0.02
N 1.5595 0.3082 0.7260 -0.04
P 2.3482 -0.4197 -0.6821 0.46
O 2.1244 -1.8461 -0.5593 -0.21
O 3.9363 -0.1993 -0.5955 -0.06
O 1.7138 0.0941 -2.0504 -0.05
C 0.5323 1.1580 0.6399 -0.03
C -0.0841 1.6736 1.7652 -0.11
C -1.2657 2.6154 1.6364 -0.11
C -2.3603 2.0902 0.6508 -0.19
C -3.7289 2.0102 1.3969 -0.16
C -4.4779 0.7628 0.8476 -0.14
N -3.9422 -0.4587 1.4158 -0.13
C -3.1916 -1.3805 0.7534 -0.13
C -2.8677 -2.3983 1.6131 -0.09
C -3.4784 -2.0779 2.8825 -0.08
C -4.1198 -0.8818 2.6961 -0.12
H -0.9316 2.9494 5.4599 0.15
H 1.9000 0.0761 4.0349 0.15
H 2.9240 -0.7435 1.9668 0.15
H 4.1459 0.7487 -0.5059 0.11
H 1.6061 1.0610 -2.0918 0.10
H 0.1639 1.4567 -0.3423 0.14
H -1.6599 2.8008 2.6395 0.11
H -0.8979 3.5759 1.2450 0.07
H -2.1183 1.0896 0.2607 0.09
H -2.4329 2.7931 -0.1994 0.03
H -4.2965 2.9316 1.2051 0.08
H -3.6019 1.9088 2.4831 0.11
H -5.5682 0.8550 0.9386 0.13
H -4.2520 0.7238 -0.2301 0.12
H -2.8816 -1.3535 -0.2890 0.12
H -2.2667 -3.2758 1.3996 0.09
H -3.4355 -2.6606 3.7968 0.10
H -4.6856 -0.3107 3.4287 0.12
C 1.7866 -5.0594 -2.7253 -1.54
Cl 2.7513 -4.1281 -3.8739 0.52
Cl 0.0969 -5.1176 -3.2341 0.53
Cl 2.4362 -6.6916 -2.5468 0.50
H 1.8351 -4.5639 -1.7626 0.00
C -0.1960 -8.7391 -5.1401 -1.56
Cl -0.0470 -8.6903 -6.8978 0.53
Cl -1.8302 -8.2902 -4.6420 0.51
Cl 0.2222 -10.3404 -4.5242 0.52
H 0.4976 -8.0198 -4.7200 -0.03
C -4.2187 4.7205 -2.0944 -1.50
Cl -3.3636 4.8803 -0.5539 0.56
Cl -3.1084 4.1956 -3.3612 0.54
Cl -5.5669 3.5934 -1.9385 0.55
H -4.6139 5.6915 -2.3664 0.02
C 5.4660 -9.3538 -2.1772 -1.55
Cl 5.6763 -10.0727 -0.5792 0.53
Cl 6.5346 -10.1207 -3.3518 0.53
Cl 3.7817 -9.4716 -2.6967 0.48
H 5.7277 -8.3046 -2.1143 0.01
C 1.0168 5.9194 -0.5690 -1.56
Cl 1.1910 5.8883 -2.3210 0.55
Cl -0.6344 6.3593 -0.1147 0.54
Cl 1.4768 4.3517 0.1280 0.55
H 1.6960 6.6756 -0.1689 -0.13
C 4.9094 8.2756 0.7388 -1.51
Cl 3.6435 7.3658 -0.1132 0.59
Cl 5.1164 9.8662 0.0174 0.56
Cl 4.5246 8.4078 2.4534 0.55
H 5.8398 7.7303 0.6383 0.02

No. 5
57
Properties=species:S:1:pos:R:3:lowdin_charge:R:1 method="wB97M-V/def2-TZVPD" lumo_energy_ev=-4.6 homo_ev=-10.5 charge=+1
O -0.1229 -3.3266 0.9344 -0.39
P 1.4260 -2.7989 1.5322 0.63
Cl 1.4426 -3.1460 3.6528 0.13
C 1.5646 -0.9085 1.2959 -0.45
C 1.7036 -0.5650 -0.3077 -0.17
N 1.6323 0.9526 -0.5848 0.07
C 1.5584 1.7613 0.6617 -0.27
N 2.3162 2.8663 1.0099 -0.39
I 3.7748 3.5949 -0.2266 0.98
N 0.4726 1.4181 1.7052 -0.11
C -0.7728 2.1679 1.2902 -0.13
C -2.0896 1.9101 2.2330 -0.13
O -3.2677 2.3885 1.4364 -0.18
C -4.2943 1.3384 1.3519 -0.08
C -3.9595 0.1183 0.3088 -0.17
F -3.0644 0.5898 -0.7818 0.01
F -5.2269 -0.4259 -0.3082 -0.01
F -3.3174 -1.0756 0.9756 -0.01
C 0.2649 -0.0673 1.8344 -0.19
H -0.2256 -4.3067 1.1294 0.08
H 2.5511 -0.5576 1.8628 0.15
H 2.7980 -0.9257 -0.6207 0.15
H 0.9449 -1.1287 -0.9977 0.14
H 2.4415 1.1126 -1.2044 0.08
H 2.1518 3.3776 1.9284 0.13
H -0.9430 1.9562 0.1500 0.14
H -0.5119 3.3280 1.3984 0.15
H -2.3138 0.7887 2.4814 0.12
H -2.0212 2.5417 3.2322 0.16
H -4.5223 0.9100 2.4167 0.16
H -5.3003 1.8481 0.9630 0.18
H 0.0087 -0.4188 2.9210 0.13
H -0.6901 -0.3411 1.1723 0.14
F 6.4788 -1.0601 0.1178 0.06
C 7.0844 0.0245 0.6191 -0.30
C 7.4049 1.0813 -0.2260 -0.04
C 8.0309 2.2130 0.2965 -0.09
C 8.3396 2.2707 1.6578 -0.09
C 8.0185 1.2027 2.4970 -0.08
C 7.3825 0.0760 1.9762 -0.02
H 7.1649 1.0152 -1.2822 0.11
H 8.2785 3.0478 -0.3545 0.11
H 8.8319 3.1517 2.0640 0.11
H 8.2634 1.2482 3.5554 0.11
H 7.1177 -0.7594 2.6159 0.12
F -4.8610 -3.6809 -5.8243 0.06
C -5.6247 -3.0326 -4.9349 -0.29
C -6.9835 -2.8755 -5.1856 -0.02
C -7.7800 -2.2050 -4.2574 -0.08
C -7.2061 -1.6890 -3.0929 -0.09
C -5.8404 -1.8473 -2.8527 -0.08
C -5.0464 -2.5276 -3.7757 -0.02
H -7.4100 -3.2758 -6.0995 0.12
H -8.8448 -2.0837 -4.4403 0.11
H -7.8270 -1.1622 -2.3713 0.10
H -5.3953 -1.4413 -1.9476 0.07
H -3.9849 -2.6675 -3.6007 0.11

No. 6
59
Properties=species:S:1:pos:R:3:lowdin_charge:R:1 method="wB97M-V/def2-TZVPD" lumo_energy_ev=-4.1 homo_ev=-12.1 charge=+1
C 2.2832 3.6625 2.2122 -0.02
C 2.2339 2.3451 1.2409 -0.24
O 1.9184 2.5738 -0.0640 -0.01
O 2.5420 0.9574 1.6076 -0.16
C 2.1170 0.6189 2.9722 -0.19
C 0.5104 0.3568 3.1626 -0.32
S -0.3618 -0.3725 1.6743 1.07
C -1.7473 0.8302 1.1424 -0.32
C -3.2339 0.1377 1.1264 -0.22
C -4.2017 0.6065 2.4011 -0.19
C -5.0389 1.9906 2.0261 -0.26
S -4.2501 3.5251 2.7775 0.50
O -4.0298 3.3579 4.3301 -0.42
O -2.9715 4.0034 2.0489 -0.43
Cl -5.6852 5.0788 2.5714 0.34
H 1.5611 3.5844 3.1587 0.10
H 3.3704 3.9215 2.6268 0.12
H 1.8634 4.5930 1.5947 0.12
H 2.4893 1.3836 3.8024 0.16
H 2.6655 -0.4061 3.2435 0.16
H -0.0578 1.3368 3.5026 0.12
H 0.3787 -0.4336 4.0473 0.13
H 0.5289 -0.4715 0.5776 0.01
H -1.7740 1.6864 1.9413 0.09
H -1.5204 1.1962 0.0533 0.11
H -3.1530 -1.0290 1.2051 0.12
H -3.7747 0.4734 0.1308 0.13
H -4.9604 -0.2570 2.6970 0.14
H -3.4932 0.8232 3.3107 0.11
H -6.1264 1.9178 2.4755 0.13
H -5.1440 2.0902 0.8638 0.12
C -1.5943 -0.2242 -4.8452 0.08
C -1.9278 -1.4978 -4.6270 -0.20
C -1.5941 -2.1760 -3.3439 -0.30
O -1.9303 -3.3413 -3.1650 0.11
C -0.8576 -1.4065 -2.3290 0.06
C -0.5211 -0.1341 -2.5487 -0.20
C -0.8792 0.5519 -3.8205 -0.30
O -0.5723 1.7277 -3.9860 0.12
O 0.1734 0.5941 -1.6003 0.02
O -2.5978 -2.2344 -5.5865 0.09
H -1.8326 0.2818 -5.7723 0.14
H -0.6057 -1.9169 -1.4082 0.12
H 0.2957 1.4855 -1.9939 0.12
H -2.7253 -3.1239 -5.1905 0.12
C 5.0577 -2.5933 -0.3618 0.09
C 3.9935 -1.8410 -0.0754 -0.19
C 2.7264 -1.9671 -0.8476 -0.26
O 1.7592 -1.2755 -0.5489 0.02
C 2.6899 -2.9300 -1.9593 0.09
C 3.7553 -3.6798 -2.2478 -0.19
C 5.0127 -3.5732 -1.4580 -0.29
O 5.9693 -4.2889 -1.7355 0.13
O 3.7287 -4.5849 -3.2930 0.10
O 4.0291 -0.9160 0.9519 0.07
H 5.9842 -2.5136 0.1928 0.14
H 1.7687 -2.9989 -2.5237 0.13
H 4.6167 -5.0044 -3.2974 0.12
H 3.1392 -0.5009 0.9601 0.05